DFT (the ωB97M-V functional and the def2-TZVPD basis) results for 8 unconnected molecules or ions with the total composition C28H62Cl10O9 in a non-equilibrium geometry.

The value obtained for the total energy is -6382.9610 Ha. As for the HOMO-LUMO gap: 10.0 eV. The multiplicity is 1. The energy above the lowest of the compared OMol25 structures with the same formula, charge and spin comes out at 7.7 kJ/mol. Its SMILES is COCCOCCOC.COCCOCCOC.COCCOCCOC.ClCCCl.ClCCCl.ClCCCl.ClCCCl.ClCCCl. The HOMO energy comes out at -9.487 eV.

Last column: Mulliken charge in e.
Cartesian coordinates (Å):
C  16.10243  16.42146  7.69903  -0.711
O  15.63941  16.74404  8.96283  -0.270
C  14.24675  16.32623  9.17710  -0.897
C  13.78208  16.80329  10.54675  -0.290
O  14.31640  16.11252  11.68142  0.277
C  15.69499  16.31536  11.93342  -0.803
C  16.04009  17.64339  12.44999  -0.941
O  15.36612  18.05048  13.65618  0.007
C  15.68453  19.30846  14.09495  -0.976
H  17.19396  16.54488  7.67888  0.236
H  15.71861  17.12106  6.93691  0.249
H  15.79496  15.39334  7.50258  0.311
H  14.21596  15.23608  9.02529  0.299
H  13.68203  16.75959  8.32721  0.518
H  12.67764  16.64535  10.57729  -0.199
H  14.02754  17.85955  10.63712  0.463
H  16.28944  16.24158  11.03030  0.469
H  15.99186  15.56078  12.69581  0.352
H  15.84523  18.40045  11.70285  0.456
H  17.13457  17.61615  12.62051  0.431
H  16.74929  19.39597  14.40469  0.308
H  15.04378  19.51621  14.93645  0.206
H  15.46176  20.02009  13.30916  0.411
C  13.55571  15.72129  15.28971  -0.564
O  13.77315  14.39398  14.94031  0.163
C  14.08149  13.59405  16.04102  -0.813
C  14.13023  12.16672  15.57689  -0.313
O  15.09722  12.05670  14.53651  -0.259
C  15.32936  10.71170  14.28490  -0.240
C  16.23151  10.60312  13.07328  -0.176
O  17.53532  10.86925  13.50127  -0.421
C  18.42506  11.04172  12.45225  -0.709
H  14.35772  16.10704  15.95062  0.418
H  12.59667  15.78422  15.81142  0.405
H  13.51996  16.27732  14.36193  -0.604
H  13.22456  13.67054  16.72982  0.330
H  14.99043  13.93519  16.53991  0.334
H  13.17094  11.88276  15.16148  0.086
H  14.35087  11.48710  16.41418  0.536
H  14.40527  10.15228  14.14601  -0.107
H  15.83277  10.25074  15.16765  0.453
H  15.96236  11.38033  12.39172  -0.033
H  16.21407  9.57807  12.72185  0.504
H  18.31582  11.96909  11.87249  0.250
H  18.32566  10.19469  11.72839  0.290
H  19.42892  11.19728  12.86328  0.280
C  11.41781  16.33104  18.90881  -0.748
O  10.92692  17.24788  17.97172  -0.297
C  11.78081  18.33884  17.76246  -0.052
C  11.17268  19.30694  16.79863  -0.727
O  10.92480  18.72146  15.54731  -0.382
C  11.93163  18.78011  14.60757  -0.507
C  11.64911  18.14950  13.30652  0.598
O  10.88278  19.00871  12.52184  -0.484
C  9.98794  18.34578  11.69514  -0.449
H  11.45003  16.74095  19.94518  0.311
H  12.46288  16.14014  18.66809  0.321
H  10.74299  15.46336  18.91082  0.216
H  12.70101  17.95120  17.24334  -0.005
H  12.08824  18.80501  18.73242  0.407
H  11.88756  20.14097  16.79388  0.364
H  10.18841  19.67058  17.15155  0.346
H  12.91165  18.43393  14.97978  -0.019
H  12.18140  19.79769  14.36707  0.489
H  11.06789  17.24098  13.38436  0.520
H  12.63110  18.02154  12.84065  -0.589
H  9.19630  17.91479  12.33852  0.268
H  10.53752  17.54873  11.20658  0.161
H  9.48967  19.08026  11.03197  0.267
Cl  10.65175  9.36687  9.58711  -0.114
C  9.01513  9.88385  10.01199  -0.529
C  8.89111  11.42041  10.00896  0.119
Cl  7.23701  11.85264  10.49542  -0.226
H  8.71844  9.52287  10.99293  0.269
H  8.36964  9.45353  9.26101  0.391
H  9.04672  11.84233  9.02658  0.433
H  9.55189  12.03517  10.62370  -0.328
Cl  15.43509  7.97191  8.89800  -0.212
C  14.13098  9.18163  9.01780  0.218
C  14.64431  10.59662  9.06555  0.259
Cl  15.34488  11.09535  7.48832  -0.228
H  13.66214  9.04579  10.00220  -0.277
H  13.45023  9.07380  8.16460  0.355
H  15.44132  10.76002  9.80086  -0.073
H  13.77944  11.22873  9.24274  -0.024
Cl  8.64532  11.87785  17.04348  -0.198
C  7.66001  11.62538  15.56931  -0.332
C  8.05244  12.47149  14.38684  -0.597
Cl  9.56640  11.86022  13.68340  0.022
H  6.64154  11.89270  15.77735  0.377
H  7.88521  10.58049  15.37509  0.137
H  8.17591  13.50873  14.64660  0.364
H  7.26247  12.37941  13.61883  0.227
Cl  9.71676  8.29991  15.66005  -0.187
C  10.82867  7.58071  14.46752  -0.464
C  11.43791  8.73452  13.74444  0.398
Cl  12.73320  8.03304  12.75814  -0.174
H  10.24910  7.01199  13.73985  0.331
H  11.58358  7.00824  15.05582  0.337
H  11.84056  9.43476  14.45828  0.054
H  10.71999  9.18965  13.07846  -0.268
Cl  11.03386  14.44578  11.09227  -0.320
C  12.13129  14.06677  12.41448  1.904
C  13.34047  13.21746  12.07244  0.104
Cl  12.75629  11.49450  11.76022  0.203
H  11.50926  13.55092  13.14195  0.123
H  12.52639  15.01934  12.75121  -1.601
H  14.01058  13.17921  12.93027  -0.190
H  13.85265  13.57550  11.17709  -0.007